ORCA calculation (the ωB97M-V functional and the def2-TZVPD basis) on C3H8CoF6N3O13S6 as an isolated structure.

XYZ file:
```
40
Properties=species:S:1:pos:R:3
Co 22.5900 -17.1119 -12.2207
N 21.0448 -16.2070 -11.4454
S 19.8985 -16.2565 -10.4256
O 18.5458 -15.9116 -10.7795
O 20.2910 -15.9095 -9.0646
F 19.7685 -17.8555 -10.3532
S 20.7673 -14.4830 -11.6997
O 20.7021 -13.4917 -10.6088
O 20.0385 -14.1761 -12.9473
F 22.2782 -14.2432 -12.3092
N 22.6509 -16.6948 -14.1130
S 21.3953 -16.6884 -15.3155
O 21.4431 -17.5875 -16.4274
O 20.5626 -15.4897 -15.3490
F 20.5357 -17.6197 -14.3281
S 23.5080 -15.8248 -15.0346
O 23.1408 -14.4071 -15.0724
O 24.1339 -16.3742 -16.2423
F 24.7606 -15.8801 -14.0097
N 24.2235 -16.8929 -11.1964
S 24.6728 -15.4424 -10.4113
O 24.7804 -14.2971 -11.2861
O 25.5261 -15.4277 -9.1953
F 23.1384 -15.1985 -9.8189
S 25.6183 -17.4462 -11.0839
O 25.8678 -18.2930 -9.9144
O 26.6967 -16.7499 -11.7624
F 25.2726 -18.5834 -12.1865
C 22.4464 -21.2796 -12.7100
C 21.5308 -20.0594 -12.7181
C 20.0459 -20.3799 -12.3106
O 22.0348 -19.0997 -11.8299
H 22.2654 -21.8190 -11.7804
H 23.5033 -21.0563 -12.8558
H 22.1321 -21.9744 -13.4888
H 21.6376 -19.5441 -13.6726
H 19.5679 -21.1014 -12.9732
H 19.4612 -19.4636 -12.2297
H 20.0184 -20.8601 -11.3324
H 22.2276 -19.6052 -11.0369
```

The value obtained for the energy above the lowest of the compared OMol25 structures with the same formula, charge and spin is 0.0 kcal/mol. The multiplicity is 4. The expectation value of S² is 3.757. Its charge is -1. The gap between HOMO and LUMO (alpha / beta) is 9.52 / 9.07 eV.